[1]
C9H21I2LuO2P2 | ωB97M-V/def2-TZVPD

```
37
Properties=species:S:1:pos:R:3:forces:R:3
C 1.936 5.214 -2.160 -0.1 0.7 1.1
C 1.679 3.873 -2.602 0.2 -4.3 -5.6
H 2.313 5.809 -3.036 -0.3 -0.7 0.5
H 2.697 5.178 -1.342 -0.5 0.1 -0.5
H 0.984 5.644 -1.764 0.7 -0.2 -0.2
O 1.632 2.996 -3.382 0.0 4.4 4.7
I 0.615 2.145 -0.133 0.2 0.5 -0.1
Lu -0.278 -0.380 0.725 -0.5 0.0 1.9
P -2.898 -0.233 -0.119 -1.4 0.3 -0.3
C -3.916 -1.328 -1.169 0.5 -0.4 -0.1
C -4.030 -0.003 1.305 0.2 0.0 0.3
H -5.013 0.347 0.948 0.4 -0.1 0.1
H -4.111 1.635 -1.066 0.3 0.0 -0.1
H -3.617 0.733 2.008 -0.2 -0.2 -0.1
H -2.488 2.136 -0.478 -0.3 -0.1 -0.1
H -3.994 -2.313 -0.690 0.0 0.2 -0.1
H -4.145 -0.955 1.838 0.0 0.2 -0.1
C -3.052 1.356 -1.001 0.1 0.2 0.0
H -4.926 -0.908 -1.303 0.4 -0.1 0.1
H -2.628 1.252 -2.006 -0.1 0.1 0.1
H -3.424 -1.457 -2.143 -0.3 0.0 0.2
P 2.158 -1.607 1.108 1.4 -0.4 0.4
C 2.866 -3.168 0.475 -0.5 -0.2 -0.4
C 3.418 -0.399 0.572 0.0 0.2 0.0
H 2.261 -0.867 3.436 0.1 -0.2 0.0
H 3.599 -1.996 3.039 -0.4 0.1 -0.1
H 1.928 -2.609 3.311 0.2 0.2 -0.1
C 2.526 -1.787 2.897 -0.3 0.2 0.1
H 3.133 0.610 0.891 0.2 -0.2 0.0
H 4.390 -0.671 1.003 -0.2 0.1 -0.2
H 3.899 -3.302 0.835 -0.4 0.2 -0.1
H 2.843 -3.157 -0.624 0.1 -0.1 0.3
H 3.476 -0.402 -0.522 0.1 0.0 0.2
H 2.250 -4.008 0.823 0.2 0.1 -0.1
C -0.345 -2.036 -0.852 -0.7 -5.6 -3.2
O -0.479 -3.038 -1.425 0.6 4.4 2.3
I -1.257 -2.304 2.600 0.3 0.6 -0.5
```
Forces are in eV/Å.

Output
E, eV: -82155.47692
HOMO-LUMO gap, eV: 6.3
Total charge: +2
LUMO energy, eV: -8.225

Population analysis type Mulliken, resulting atomic charges in e: -0.715 0.560 0.365 0.351 0.351 -0.103 -0.339 0.095 0.905 -1.163 -1.208 0.401 0.384 0.370 0.336 0.359 0.372 -1.202 0.390 0.326 0.377 0.905 -1.163 -1.201 0.371 0.400 0.372 -1.208 0.336 0.384 0.390 0.376 0.326 0.360 0.620 -0.236 -0.244

***

[2]
C19H23N3O7 | ωB97M-V/def2-TZVPD

```
52
Properties=species:S:1:pos:R:3:forces:R:3
C -7.343 -0.602 -0.515 0.2 0.0 0.1
H -7.281 -0.434 -1.588 -0.1 0.0 -0.1
C -5.971 -0.937 0.055 0.2 0.3 -0.1
C -4.976 0.194 -0.184 -0.4 -0.1 -0.1
H -5.330 1.116 0.298 0.1 0.0 -0.1
H -4.869 0.380 -1.262 0.0 0.0 0.1
O -3.737 -0.204 0.369 0.3 0.0 0.1
C -2.677 0.631 0.276 0.2 -0.1 0.1
C -2.689 1.883 -0.322 -0.2 -0.2 0.1
C -1.538 2.651 -0.372 0.5 0.0 0.1
C -0.358 2.181 0.182 -0.4 -0.1 -0.1
C -0.333 0.923 0.794 -0.1 -0.1 0.0
C -1.472 0.147 0.844 -0.2 -0.1 0.0
O -1.554 -1.093 1.403 -0.3 0.3 -0.2
C -0.393 -1.654 1.962 0.2 -0.1 0.1
H 0.010 -1.033 2.768 0.0 0.0 0.0
H 0.382 -1.818 1.205 0.0 0.0 0.0
H -0.701 -2.617 2.368 0.1 0.1 0.0
H 0.595 0.576 1.218 0.1 -0.1 0.1
C 0.867 2.991 0.040 0.1 0.4 -0.2
O 0.947 4.017 -0.586 0.0 -0.1 0.1
O 1.915 2.445 0.697 -0.1 -0.1 0.3
C 3.201 2.926 0.347 0.2 0.6 -0.2
C 4.169 1.760 0.326 -0.4 -0.1 0.0
O 5.274 1.885 0.850 0.1 0.3 0.1
C 3.682 0.509 -0.219 0.2 -0.1 0.0
C 4.303 -0.689 0.158 -0.2 0.4 -0.2
N 5.475 -0.678 0.793 0.1 -0.1 0.2
H 5.848 -1.497 1.238 -0.1 0.0 0.0
H 5.816 0.265 1.019 0.0 -0.2 -0.1
N 3.708 -1.883 -0.119 0.2 -0.1 0.0
C 2.481 -1.974 -0.786 0.1 0.1 0.1
O 1.925 -3.040 -0.921 -0.1 -0.2 -0.1
N 1.981 -0.809 -1.281 -0.3 0.1 -0.1
C 2.550 0.467 -1.120 0.4 -0.3 0.1
O 2.098 1.401 -1.745 0.0 0.2 -0.1
C 0.760 -0.922 -2.062 -0.3 0.0 -0.2
H 0.921 -1.592 -2.906 0.0 0.0 0.0
H -0.042 -1.322 -1.442 0.0 0.0 0.0
H 0.503 0.075 -2.412 0.0 -0.1 0.0
C 4.321 -3.131 0.294 0.0 -0.3 0.0
H 3.677 -3.934 -0.063 0.2 0.1 0.1
H 4.389 -3.193 1.381 0.0 0.0 0.0
H 5.310 -3.237 -0.154 0.0 0.0 0.0
H 3.149 3.406 -0.639 0.1 -0.1 0.2
H 3.548 3.659 1.083 0.0 -0.2 -0.1
H -1.541 3.618 -0.849 0.0 0.1 -0.1
H -3.596 2.269 -0.759 -0.1 0.0 0.0
H -6.042 -1.116 1.128 0.0 0.0 0.0
H -5.582 -1.845 -0.408 0.0 0.0 0.0
H -7.742 0.297 -0.050 -0.1 0.1 0.0
H -8.035 -1.419 -0.335 -0.1 0.0 0.0
```
Forces are in eV/Å.

Output
ΔE to the lowest compared entry with this formula, charge and spin, eV: 0.0172
E, eV: -38880.58463
HOMO-LUMO gap, eV: 8.5
Total charge: 0
SMILES string: CCCOc1ccc(C(=O)OCC(=O)c2c(N)n(C)c(=O)n(C)c2=O)cc1OC
LUMO energy, eV: 0.348

Population analysis type Mulliken, resulting atomic charges in e: -1.293 0.320 -0.408 -0.785 0.428 0.440 -0.307 0.911 -0.397 -1.417 -0.155 0.029 0.709 -0.443 -0.567 0.353 0.040 0.260 0.603 0.284 -0.683 -0.306 -0.807 0.970 -0.785 -0.375 0.346 -0.335 0.185 0.293 -0.028 0.664 -0.657 0.159 0.763 -0.692 -1.208 0.354 0.315 0.376 -1.346 0.376 0.392 0.408 0.369 0.432 0.474 0.412 0.314 0.310 0.322 0.383

***

[3]
C30H30N6 | ωB97M-V/def2-TZVPD

```
66
Properties=species:S:1:pos:R:3:forces:R:3
N 4.686 -1.637 -1.908 -1.6 -2.9 0.5
C 4.546 -0.324 -1.663 1.5 -0.8 0.4
C 3.384 0.090 -0.955 0.7 0.5 0.0
C 2.477 -0.848 -0.465 -1.8 3.2 0.8
C 2.547 -2.141 -0.770 3.6 -2.7 -2.0
C 3.696 -2.593 -1.500 0.5 2.1 0.4
H 5.642 0.245 -1.915 -3.8 -0.9 0.7
H 3.140 1.114 -0.676 0.6 0.0 -0.2
H 1.608 -0.485 0.165 1.2 -0.4 -0.8
H 1.963 -2.916 -0.391 -1.4 -0.8 0.7
H 3.793 -3.761 -1.575 0.5 2.7 -0.5
N -0.876 -0.014 1.377 -0.3 0.3 -2.6
C -1.475 -0.242 0.144 0.2 -2.7 2.3
C -1.595 0.640 -0.889 3.3 3.1 2.9
C -0.853 1.855 -0.761 -0.1 -3.8 5.5
C -0.200 2.121 0.501 0.2 1.7 -4.1
C -0.264 1.167 1.430 0.2 0.5 5.8
H -1.831 -1.323 -0.001 0.1 1.8 0.4
H -2.209 0.482 -1.659 -1.9 -0.9 -3.1
H -0.730 2.529 -1.455 0.1 3.4 -4.0
H 0.424 3.057 0.699 -1.1 -1.4 -0.5
H 0.126 1.621 2.511 -0.8 -2.1 -2.5
N -4.203 4.676 -3.533 -1.5 0.7 1.5
C -5.270 5.486 -3.036 4.8 -2.7 2.6
C -5.390 5.764 -1.670 4.4 -3.9 -1.9
C -4.469 5.143 -0.777 1.2 0.9 0.5
C -3.434 4.263 -1.232 -3.7 2.2 -3.1
C -3.383 4.009 -2.662 -3.4 4.0 1.9
H -5.906 5.986 -3.652 -1.5 0.8 -2.4
H -6.272 6.037 -1.324 -3.7 2.4 1.7
H -4.471 5.580 0.299 -0.1 -1.5 -1.7
H -2.888 3.771 -0.532 1.9 -1.3 1.7
H -2.635 3.501 -3.141 1.7 -1.7 -0.8
N 0.895 -3.483 2.359 -1.8 -2.7 2.0
C -0.485 -3.723 2.506 1.9 -0.7 0.6
C -1.107 -4.849 3.269 5.1 2.7 -1.8
C -0.271 -5.839 3.878 -1.8 3.1 -2.2
C 1.113 -5.600 3.640 -2.7 2.4 -0.8
C 1.655 -4.455 2.986 0.9 0.8 -0.4
H -1.060 -2.910 1.985 0.2 -1.1 0.8
H -2.112 -4.692 3.198 -2.8 -0.7 0.6
H -0.930 -6.585 4.361 1.7 -0.2 0.0
H 1.725 -6.332 3.909 3.0 -2.7 1.4
H 2.888 -4.270 2.978 -3.6 -0.7 -0.1
N 3.018 -0.095 2.912 -0.8 2.4 1.9
C 3.269 -0.791 4.051 0.3 -0.8 -1.8
C 3.504 -0.200 5.294 -0.4 -2.3 0.5
C 3.384 1.165 5.383 1.3 -0.9 1.8
C 3.118 1.943 4.298 -1.0 -1.6 -2.4
C 2.828 1.320 3.040 3.0 -5.2 5.8
H 3.328 -1.930 3.869 0.0 2.0 0.6
H 3.707 -0.919 6.164 -0.3 1.5 -1.2
H 3.632 1.611 6.360 -0.3 0.1 -0.6
H 3.105 2.943 4.565 -0.3 2.2 -0.6
H 2.523 1.633 2.164 -1.3 2.7 -4.0
N -2.063 -2.149 -4.262 2.2 2.2 0.5
C -0.950 -1.485 -3.689 -3.0 2.0 -3.3
C -0.584 -0.117 -4.030 -1.4 -4.1 0.2
C -1.257 0.504 -5.050 -0.6 0.5 0.1
C -2.361 -0.126 -5.614 -0.6 -0.4 -1.5
C -2.721 -1.455 -5.187 -0.5 0.7 -1.1
H -0.402 -2.174 -3.165 1.6 -0.9 1.9
H 0.232 0.373 -3.619 1.5 0.4 1.0
H -0.852 1.497 -5.312 -0.7 -0.5 -0.3
H -2.860 0.361 -6.527 0.5 -0.9 1.7
H -3.559 -2.017 -5.727 1.1 1.0 0.9
```
Forces are in eV/Å.

Output
ΔE to the lowest compared entry with this formula, charge and spin, eV: 8.7859
E, eV: -40527.88491
HOMO-LUMO gap, eV: 9.5
Total charge: 0
SMILES string: c1ccncc1.c1ccncc1.c1ccncc1.c1ccncc1.c1ccncc1.c1ccncc1
LUMO energy, eV: 0.384

Population analysis type Mulliken, resulting atomic charges in e: -0.543 -0.331 -0.287 0.597 -0.543 -0.284 0.242 0.346 0.034 0.512 0.259 -0.412 -0.264 -0.766 -0.913 -0.260 -0.095 0.245 0.848 1.059 0.339 0.208 -0.538 -0.281 -0.569 -0.288 -0.301 -0.428 0.443 0.484 0.259 0.629 0.594 -0.128 0.192 -0.472 -0.422 -0.655 -0.061 0.018 0.466 0.331 0.493 0.253 -0.170 0.125 -0.452 -0.021 -0.886 -0.670 0.038 0.275 0.325 0.421 0.999 -0.579 -0.543 -0.364 -0.333 -0.314 -0.161 0.706 0.627 0.378 0.275 0.315

***

[4]
C41H48BrClN5O4S2W | ωB97M-V/def2-TZVPD

```
103
Properties=species:S:1:pos:R:3:forces:R:3
W -1.412 0.081 -0.234 -0.8 0.4 -1.3
S -4.901 2.022 -2.456 -0.3 0.1 -0.4
C -4.971 2.681 -0.858 0.0 0.0 -0.1
C -5.898 3.585 -0.345 -0.1 0.0 -0.1
C -5.806 3.913 0.991 0.0 0.0 0.0
C -4.815 3.336 1.794 0.0 0.0 0.0
C -3.892 2.453 1.272 0.0 0.0 0.0
C -3.954 2.131 -0.085 0.2 0.0 0.1
N -3.126 1.249 -0.801 -0.6 0.7 0.7
C -3.556 1.061 -2.014 -0.4 -0.4 -0.5
C -2.959 0.013 -2.822 -0.1 0.2 -0.1
C -3.393 -0.280 -4.110 -0.2 0.1 -0.2
C -2.797 -1.316 -4.803 0.0 0.0 -0.1
C -1.775 -2.038 -4.192 0.0 0.0 -0.1
C -1.361 -1.733 -2.902 0.2 -0.1 0.0
C -1.942 -0.701 -2.175 -0.2 -0.3 0.3
H -6.679 3.999 -0.973 0.1 0.0 0.1
H -6.519 4.607 1.421 0.1 -0.1 0.0
H -4.775 3.578 2.850 0.0 0.0 -0.1
H -3.155 2.001 1.914 0.1 0.0 0.1
H -4.202 0.291 -4.561 0.1 -0.1 0.0
H -3.125 -1.567 -5.805 0.0 0.0 0.1
H -1.299 -2.853 -4.726 0.0 0.0 0.0
H -0.565 -2.322 -2.466 0.0 0.0 0.0
C 2.904 -6.312 -1.870 0.0 0.0 0.0
C 3.554 -5.373 -0.842 -0.1 0.1 0.0
C 3.632 -6.076 0.521 0.0 0.0 0.1
C 4.978 -5.060 -1.307 0.0 0.0 0.0
C 2.700 -4.104 -0.709 0.1 -0.1 0.0
C 1.376 -4.201 -0.284 0.1 -0.1 0.0
C 0.616 -3.065 -0.176 -0.2 0.3 0.0
Br -1.185 -3.261 0.358 -0.1 -0.3 0.0
C 1.101 -1.774 -0.473 -0.3 -0.2 0.0
O 0.278 -0.708 -0.285 1.4 -0.4 0.1
C 2.417 -1.654 -0.913 0.3 0.0 -0.1
C 3.168 -2.837 -1.009 0.1 0.1 0.0
C 3.147 -0.355 -1.323 -0.1 -0.1 0.1
C 4.367 -0.152 -0.409 0.0 0.0 0.0
C 3.604 -0.475 -2.786 0.1 0.0 0.0
C 2.281 0.900 -1.239 0.2 0.1 -0.1
H 3.500 -7.224 -1.980 -0.1 0.1 0.0
H 2.840 -5.824 -2.847 0.0 -0.1 0.1
H 1.893 -6.605 -1.571 0.1 0.0 0.0
H 4.254 -6.973 0.449 -0.1 0.1 0.0
H 2.643 -6.379 0.879 0.1 0.0 0.0
H 4.073 -5.412 1.271 0.0 -0.1 0.0
H 5.546 -5.991 -1.380 0.0 0.1 0.0
H 5.500 -4.406 -0.602 0.0 -0.1 -0.1
H 4.986 -4.589 -2.295 0.0 0.0 0.1
H 0.929 -5.157 -0.035 0.1 0.1 0.0
H 4.189 -2.742 -1.349 0.0 0.0 0.0
H 5.092 -0.963 -0.494 -0.1 0.0 0.0
H 4.059 -0.086 0.639 0.0 0.0 -0.1
H 4.878 0.779 -0.678 0.0 -0.1 0.0
H 4.309 -1.295 -2.933 0.0 0.0 0.0
H 4.100 0.451 -3.098 0.0 -0.1 0.0
H 2.746 -0.644 -3.442 0.0 0.0 0.0
H 1.875 1.054 -0.243 0.0 0.1 0.1
H 1.452 0.859 -1.937 0.0 0.0 0.0
H 2.901 1.767 -1.496 0.0 -0.1 0.0
Cl -6.034 -0.999 6.860 0.0 0.0 0.0
C -5.007 -0.931 5.474 0.0 0.0 0.0
C -5.562 -0.678 4.229 -0.1 0.0 -0.1
C -4.736 -0.627 3.119 -0.2 0.0 0.0
C -3.367 -0.816 3.260 0.0 -0.1 -0.2
C -2.824 -1.070 4.513 0.1 0.0 0.1
C -3.643 -1.132 5.627 0.2 0.0 0.0
C -2.476 -0.706 2.089 -0.4 0.0 0.3
O -1.253 -0.598 2.188 1.0 -0.2 0.3
O -2.970 -0.636 0.903 -0.4 0.0 -0.1
H -6.631 -0.528 4.136 0.1 0.0 0.0
H -5.147 -0.429 2.137 0.0 0.0 0.0
H -1.756 -1.227 4.603 -0.1 0.0 0.0
H -3.235 -1.339 6.609 0.0 0.0 -0.1
C -1.007 2.868 -4.048 0.0 0.0 -0.1
S -1.108 3.002 -2.274 -0.2 0.0 0.0
C 0.247 4.155 -2.019 0.1 0.1 0.1
O -0.570 1.657 -1.804 -0.1 -0.5 0.6
H -0.012 2.501 -4.308 -0.1 0.0 0.0
H -1.202 3.847 -4.494 0.0 -0.1 0.1
H -1.768 2.152 -4.359 0.1 0.0 0.0
H -0.041 4.872 -1.253 0.0 -0.1 0.0
H 0.487 4.664 -2.953 0.0 0.0 0.1
H 1.091 3.551 -1.682 0.0 0.1 -0.1
C 2.959 4.506 1.831 0.0 0.0 0.0
C 2.781 3.536 2.996 -0.1 -0.1 -0.2
C 3.401 2.176 2.690 0.0 0.0 0.1
C 1.314 3.405 3.418 0.0 0.0 -0.2
N 0.426 2.897 2.354 0.5 0.6 0.3
C 0.104 1.657 2.041 0.4 -0.5 1.0
N -0.733 1.699 1.045 -0.2 0.4 -0.2
N -0.898 2.997 0.730 -0.2 0.1 -0.5
N -0.214 3.726 1.504 0.3 0.2 0.4
H 4.020 4.688 1.650 -0.1 0.0 0.0
H 2.478 5.469 2.027 0.0 -0.1 0.0
H 2.530 4.095 0.910 0.0 0.0 0.1
H 3.281 3.950 3.875 0.0 0.0 0.0
H 2.952 1.725 1.802 0.0 0.0 0.0
H 3.286 1.480 3.528 0.0 0.1 -0.1
H 4.469 2.281 2.491 -0.1 0.0 0.0
H 0.908 4.371 3.706 -0.1 0.0 0.0
H 1.222 2.724 4.261 -0.1 -0.1 0.0
H 0.415 0.766 2.562 0.1 0.1 -0.1
```
Forces are in eV/Å.

Output
ΔE to the lowest compared entry with this formula, charge and spin, eV: 1.2860
E, eV: -164994.16540
HOMO-LUMO gap (alpha / beta), eV: 6.8 / 7.6
Total charge: +1
2S+1: 3
LUMO energy (alpha / beta), eV: -2.809 / -2.906

Mulliken atomic charge list, values in e, 99 entries: 0.558 -0.442 0.626 -0.658 -0.676 -1.235 0.091 -0.569 1.005 0.886 0.677 -0.480 -1.048 -0.913 -0.372 0.405 0.437 0.425 0.448 0.331 0.433 0.405 0.486 0.358 -1.612 1.752 -1.602 -1.986 -0.117 -0.600 0.218 0.009 0.648 0.153 -1.197 -0.371 2.829 -1.859 -1.918 -2.212 0.444 0.364 0.329 0.445 0.332 0.367 0.437 0.380 0.376 0.488 0.283 0.365 0.343 0.474 0.379 0.481 0.357 -0.219 0.305 0.784 -0.192 0.446 -0.929 -0.177 0.173 -0.273 -0.887 0.793 -0.621 -0.895 0.432 0.545 0.499 0.426 -1.166 0.774 -0.771 -0.261 0.337 0.518 0.233 0.336 0.538 -0.071 -1.390 0.792 -0.887 -1.367 0.820 -0.927 0.940 0.164 -1.232 0.468 0.402 0.089 0.366 -0.248 0.400

***

Copy entry 1 word for word.
C9H21I2LuO2P2 | ωB97M-V/def2-TZVPD

```
37
Properties=species:S:1:pos:R:3:forces:R:3
C 1.936 5.214 -2.160 -0.1 0.7 1.1
C 1.679 3.873 -2.602 0.2 -4.3 -5.6
H 2.313 5.809 -3.036 -0.3 -0.7 0.5
H 2.697 5.178 -1.342 -0.5 0.1 -0.5
H 0.984 5.644 -1.764 0.7 -0.2 -0.2
O 1.632 2.996 -3.382 0.0 4.4 4.7
I 0.615 2.145 -0.133 0.2 0.5 -0.1
Lu -0.278 -0.380 0.725 -0.5 0.0 1.9
P -2.898 -0.233 -0.119 -1.4 0.3 -0.3
C -3.916 -1.328 -1.169 0.5 -0.4 -0.1
C -4.030 -0.003 1.305 0.2 0.0 0.3
H -5.013 0.347 0.948 0.4 -0.1 0.1
H -4.111 1.635 -1.066 0.3 0.0 -0.1
H -3.617 0.733 2.008 -0.2 -0.2 -0.1
H -2.488 2.136 -0.478 -0.3 -0.1 -0.1
H -3.994 -2.313 -0.690 0.0 0.2 -0.1
H -4.145 -0.955 1.838 0.0 0.2 -0.1
C -3.052 1.356 -1.001 0.1 0.2 0.0
H -4.926 -0.908 -1.303 0.4 -0.1 0.1
H -2.628 1.252 -2.006 -0.1 0.1 0.1
H -3.424 -1.457 -2.143 -0.3 0.0 0.2
P 2.158 -1.607 1.108 1.4 -0.4 0.4
C 2.866 -3.168 0.475 -0.5 -0.2 -0.4
C 3.418 -0.399 0.572 0.0 0.2 0.0
H 2.261 -0.867 3.436 0.1 -0.2 0.0
H 3.599 -1.996 3.039 -0.4 0.1 -0.1
H 1.928 -2.609 3.311 0.2 0.2 -0.1
C 2.526 -1.787 2.897 -0.3 0.2 0.1
H 3.133 0.610 0.891 0.2 -0.2 0.0
H 4.390 -0.671 1.003 -0.2 0.1 -0.2
H 3.899 -3.302 0.835 -0.4 0.2 -0.1
H 2.843 -3.157 -0.624 0.1 -0.1 0.3
H 3.476 -0.402 -0.522 0.1 0.0 0.2
H 2.250 -4.008 0.823 0.2 0.1 -0.1
C -0.345 -2.036 -0.852 -0.7 -5.6 -3.2
O -0.479 -3.038 -1.425 0.6 4.4 2.3
I -1.257 -2.304 2.600 0.3 0.6 -0.5
```
Forces are in eV/Å.

Output
E, eV: -82155.47692
HOMO-LUMO gap, eV: 6.3
Total charge: +2
LUMO energy, eV: -8.225

Population analysis type Mulliken, resulting atomic charges in e: -0.715 0.560 0.365 0.351 0.351 -0.103 -0.339 0.095 0.905 -1.163 -1.208 0.401 0.384 0.370 0.336 0.359 0.372 -1.202 0.390 0.326 0.377 0.905 -1.163 -1.201 0.371 0.400 0.372 -1.208 0.336 0.384 0.390 0.376 0.326 0.360 0.620 -0.236 -0.244

***

The highest total charge belongs to which entry?
C9H21I2LuO2P2

***

Which value of E does entry 4 give?
-164994.16540 eV

***

Number 3 is which compound?
C30H30N6